Run a
Here is 2 unconnected molecules or ions with the total composition C4H8N4O from OMol25. Energies are from ωB97M-V/def2-TZVPD.

Cartesian coordinates (Å):
C -0.8428 -1.4883 -1.1871
N -0.3965 -0.1249 -1.3156
C -1.0730 1.0065 1.7651
N -1.2657 2.0393 1.2752
H -0.9882 0.5365 -1.7978
H -1.1056 -1.8604 -2.1800
H -1.7340 -1.4934 -0.5543
H -0.0734 -2.1249 -0.7437
C 0.8690 0.2742 -1.0243
N 1.0323 1.6124 -1.1732
C 0.4367 -0.5163 2.3149
N -0.8111 -0.1937 2.2962
O 1.7737 -0.4416 -0.6217
H 0.2548 2.1866 -0.8682
H 1.9321 1.9443 -0.8499
H 1.2480 0.1402 1.9506
H 0.7437 -1.4963 2.7136

Computed properties:
E_LUMO in eV: -0.29
SMILES: CNC(N)=O.C=NC#N
Gap between HOMO and LUMO in eV: 9.39
HOMO level in eV: -9.7

The molecule's Mulliken atomic charges, reported in e, are given here: C -0.8746; N -0.1281; C 0.6601; N -0.5048; H 0.2168; H 0.3304; H 0.2970; H 0.2907; C 0.5199; N -0.5475; C -0.2505; N -0.4427; O -0.6432; H 0.2836; H 0.2543; H 0.2406; H 0.2978


Run b
Here is a molecular structure, C4H8N4O from OMol25. Energies are from ωB97M-V/def2-TZVPD.

Cartesian coordinates (Å):
C -0.5879 0.4596 2.0662
C 1.3936 -0.1857 -0.2135
C -0.2071 -0.6497 1.1157
C -0.5391 0.2634 -0.7279
N 2.0650 -0.1102 -1.3645
N -1.0769 -0.6986 -1.5315
N 1.4409 -0.5320 0.9509
N -0.7092 1.5110 -0.9688
O -0.6816 -1.7593 1.0661
H 2.5464 -0.9532 -1.6498
H 1.6344 0.4232 -2.1073
H -1.2304 -1.5958 -1.0903
H -1.7966 -0.3914 -2.1730
H -0.2092 2.0896 -0.2972
H -0.0844 1.3948 1.8385
H -0.2904 0.1366 3.0659
H -1.6675 0.5975 2.0205

Computed properties:
E_LUMO in eV: -0.18
Gap between HOMO and LUMO in eV: 8.10
HOMO level in eV: -8.3

The molecule's Mulliken atomic charges, reported in e, are given here: C -1.0901; C 0.6502; C 1.0981; C -0.0855; N -0.4537; N -0.3995; N -0.5989; N -0.8143; O -0.6326; H 0.2626; H 0.3163; H 0.2679; H 0.2506; H 0.2791; H 0.3056; H 0.3549; H 0.2893


Run c
Here is 2 unconnected molecules or ions with the total composition C4H8N4O from OMol25. Energies are from ωB97M-V/def2-TZVPD.

Cartesian coordinates (Å):
C -2.3556 -0.7646 0.1518
C 3.3092 -0.4888 -0.2573
C 1.6820 1.2595 0.4593
C 1.9243 0.0925 -0.1249
N -2.2535 0.4598 0.6693
N -3.3404 -0.8734 -0.7034
N -3.1897 1.1637 0.2014
N -3.8177 0.3902 -0.6447
O -1.4338 -1.6746 0.3582
H 3.9747 0.1115 0.2172
H 3.5158 -0.5988 -1.2796
H 3.1136 -1.3939 0.1531
H 0.7696 1.7275 0.5658
H -4.7835 0.5775 -1.0529
H 2.4368 1.8602 1.0604
H 1.0464 -0.5329 -0.4712
H -0.5984 -1.3154 0.6976

Computed properties:
E_LUMO in eV: 0.91
SMILES: Oc1nn[nH]n1.C=CC
Gap between HOMO and LUMO in eV: 10.63
HOMO level in eV: -9.7

The molecule's Mulliken atomic charges, reported in e, are given here: C 0.7482; C -1.2396; C -0.7965; C 0.2453; N -0.1095; N -0.5730; N -0.4918; N 0.3095; O -0.5077; H 0.4096; H 0.3056; H 0.2954; H 0.3631; H 0.2898; H 0.1605; H 0.2542; H 0.3368


Run d
Here is a molecular structure, C4H8N4O from OMol25. Energies are from ωB97M-V/def2-TZVPD.

Cartesian coordinates (Å):
N -1.1396 0.0489 -0.6358
C -1.2683 0.4387 0.6365
C 0.7076 -0.5151 -0.4465
N -1.8447 0.7307 -1.5926
N 0.5842 -1.8227 -0.8217
C 0.3737 0.2160 2.3421
C 1.7443 0.2953 -0.6806
N -0.0729 -0.1339 1.2050
O -2.0510 1.1727 1.2176
H -1.8257 1.7400 -1.4663
H -1.5342 0.4548 -2.5134
H -0.3637 -2.1630 -0.8640
H 1.2375 -2.4628 -0.3957
H -0.2065 0.8972 2.9635
H 1.3389 -0.1518 2.6721
H 1.8453 1.2563 -0.2004
H 2.4752 -0.0012 -1.4199

Computed properties:
E_LUMO (alpha / beta) in eV: 0.01 / 0.01
Gap between HOMO and LUMO (alpha / beta) in eV: 7.43 / 7.43
HOMO level (alpha / beta) in eV: -7.4 / -7.4

The molecule's Mulliken atomic charges, reported in e, are given here: N 0.1176; C 0.2885; C 0.8072; N -0.7413; N -0.5182; C -0.3030; C -0.9906; N -0.0913; O -0.6458; H 0.2098; H 0.2400; H 0.2791; H 0.2264; H 0.2732; H 0.2824; H 0.2699; H 0.2961


Stability summary: most stable run a, least stable run d.


Run a
Here is C4H8N4O in the gas phase from OMol25. Energies are from ωB97M-V/def2-TZVPD.

Cartesian coordinates (Å):
C 3.0660 -0.0928 0.1512
C -0.4011 -0.1055 -0.1551
C -2.2044 -1.5816 -0.1490
C -2.6756 -0.2565 -0.0200
H 2.7842 0.1893 1.1197
H 3.9714 -0.7672 -0.0519
H 3.4363 0.8725 -0.3182
H 1.6267 -1.2848 0.1928
H -2.6567 -2.5434 0.1600
H -3.7387 0.0484 -0.1849
H -0.7726 2.2468 0.6921
H -0.9291 2.0501 -0.6915
N 1.7946 -0.4514 -0.4643
N 0.7563 0.5249 -0.2350
N -1.6246 0.6084 -0.0611
N -1.6452 1.9872 -0.0291
O -0.7879 -1.4445 0.0443

Computed properties:
E_LUMO in eV: 0.86
SMILES: CN/N=c1\occn1N
Gap between HOMO and LUMO in eV: 8.47
HOMO level in eV: -7.6

The molecule's Mulliken atomic charges, reported in e, are given here: C -0.8196; C 0.4878; C -0.4478; C -0.0422; H 0.4071; H 0.2660; H 0.2393; H 0.2516; H 0.3154; H 0.3419; H 0.3304; H 0.3204; N -0.3802; N -0.4084; N 0.5041; N -1.0003; O -0.3654


Run b
Here is C4H8N4O in the gas phase from OMol25. Energies are from ωB97M-V/def2-TZVPD.

Cartesian coordinates (Å):
C -0.6391 -1.4612 0.0758
C 0.3226 -0.4506 -0.2349
C -1.7536 0.3110 0.0321
C 2.6336 0.5151 0.2072
N -1.9120 -1.0006 0.0806
N -0.5206 0.7618 -0.2017
N -2.7633 1.3044 0.0844
N 1.6634 -0.3116 -0.4836
O -0.2930 -2.7885 0.0089
H 3.1655 1.1630 -0.4281
H 2.0752 1.0130 0.9411
H 3.3934 -0.0082 0.6469
H -0.2848 1.6973 -0.1741
H -3.6038 1.0756 0.5451
H -2.4866 2.1723 0.2876
H 2.1772 -0.9050 -1.1338
H -1.1741 -3.0878 -0.2535

Computed properties:
E_LUMO in eV: 0.80
SMILES: CNc1[nH]c(N)nc1O
Gap between HOMO and LUMO in eV: 7.62
HOMO level in eV: -6.8

The molecule's Mulliken atomic charges, reported in e, are given here: C 0.4009; C 0.0446; C 0.3318; C -0.9391; N -0.7106; N -0.0234; N -0.4490; N -0.2727; O -0.5075; H 0.2902; H 0.3240; H 0.3393; H 0.1475; H 0.2448; H 0.1903; H 0.2292; H 0.3597


Stability summary: most stable run b, least stable run a.


Run a
Here is C5H7NOS in the gas phase from OMol25. Energies are from ωB97M-V/def2-TZVPD.

Cartesian coordinates (Å):
C 0.4582 -0.5148 -1.6137
C 0.6056 -0.2922 -0.1459
C 1.6689 -0.5812 0.6088
C -1.5784 -0.5240 1.0024
C -0.6893 1.6621 0.4861
H 0.1877 0.4066 -2.1299
H 1.3985 -0.8807 -2.0000
H -0.3286 -1.2706 -1.8268
H 1.6480 -0.3623 1.6579
H 2.5566 -1.0390 0.1506
H -2.3861 0.0673 1.4935
H -1.6783 1.9405 0.8991
N -0.5702 0.2899 0.4632
O -1.5846 -1.7298 0.9803
S 0.2921 2.8281 -0.0258

Computed properties:
E_LUMO in eV: -0.04
SMILES: C=C(C)N(C=O)C=S
Gap between HOMO and LUMO in eV: 8.94
HOMO level in eV: -9.0

The molecule's Mulliken atomic charges, reported in e, are given here: C -1.0184; C 0.4026; C -0.8714; C 0.1279; C -0.0466; H 0.2720; H 0.3913; H 0.2517; H 0.2906; H 0.2542; H 0.2242; H 0.1648; N 0.2626; O -0.4643; S -0.2412


Run b
Here is a molecular structure, C5H7NOS from OMol25. Energies are from ωB97M-V/def2-TZVPD.

Cartesian coordinates (Å):
C -1.8023 0.4039 -0.6494
C 0.5415 2.0370 -0.3403
C -1.4711 -1.9690 0.1335
C 2.7239 0.8922 0.7760
C -1.5946 -0.8784 -0.8669
N -2.0060 1.5786 -0.5647
O -0.5221 2.4811 -0.6418
S 0.9941 0.5325 0.2876
H -0.9176 -1.6433 1.0115
H -0.9678 -2.8218 -0.3177
H -2.4650 -2.2928 0.4535
H 2.8548 1.9670 0.8510
H 3.3988 0.4683 0.0395
H 2.8841 0.4150 1.7386
H -1.6507 -1.1704 -1.9104

Computed properties:
E_LUMO (alpha / beta) in eV: -0.22 / -0.42
Gap between HOMO and LUMO (alpha / beta) in eV: 7.35 / 7.16
HOMO level (alpha / beta) in eV: -7.6 / -7.6

The molecule's Mulliken atomic charges, reported in e, are given here: C 0.5125; C 0.0679; C -0.8643; C -0.7983; C -0.5028; N -0.4103; O -0.1802; S 0.1126; H 0.2532; H 0.2977; H 0.3009; H 0.3203; H 0.2780; H 0.2920; H 0.3208


Stability summary: most stable run a, least stable run b.


Run a
Here is C5H7NOS in the gas phase from OMol25. Energies are from ωB97M-V/def2-TZVPD.

Cartesian coordinates (Å):
C 1.3598 1.2776 0.3951
C 2.6561 1.5025 0.0935
C 2.4390 -0.9498 0.0031
C -0.8881 -0.9172 -0.6488
C -0.1337 -0.7022 0.6919
N 1.0790 0.0033 0.3467
O 2.3642 -2.1056 0.1258
S 3.6896 0.1650 -0.3108
H 0.5423 1.9477 0.6836
H 2.9322 2.5234 -0.3401
H -0.2638 -0.3527 -1.3687
H -0.9034 -2.0165 -0.8800
H -1.9917 -0.6518 -0.6198
H -0.6468 -0.0842 1.3030
H 0.0366 -1.6010 1.2097

Computed properties:
E_LUMO in eV: 0.86
SMILES: CCn1ccsc1=O
Gap between HOMO and LUMO in eV: 8.63
HOMO level in eV: -7.8

The molecule's Mulliken atomic charges, reported in e, are given here: C 0.0302; C -0.5709; C 0.4445; C -0.8519; C -0.6364; N -0.1065; O -0.4553; S -0.0983; H 0.3640; H 0.2763; H 0.2825; H 0.2305; H 0.3003; H 0.4278; H 0.3630


Run b
Here is C5H7NOS in the gas phase from OMol25. Energies are from ωB97M-V/def2-TZVPD.

Cartesian coordinates (Å):
C -2.1601 -1.0711 0.2314
C -0.0552 0.4462 -0.5707
C 0.7946 1.6659 -0.4140
C 0.8784 0.5608 0.6230
C 1.8480 -0.5181 0.3151
H -1.6883 -1.8683 -0.3142
H -1.8420 -1.0949 1.2573
H -3.2286 -1.2196 0.2174
H 0.2933 2.5854 -0.0960
H 1.6188 1.7924 -1.1125
H 0.5721 0.7324 1.6496
H 2.6941 -0.8458 0.9306
N 1.6103 -1.1114 -0.7954
O 0.4820 -0.5807 -1.3845
S -1.8173 0.5270 -0.5372

Computed properties:
E_LUMO in eV: 0.83
SMILES: CS[C@@]12C[C@@H]1C=NO2
Gap between HOMO and LUMO in eV: 9.88
HOMO level in eV: -9.1

The molecule's Mulliken atomic charges, reported in e, are given here: C -0.8819; C 0.4460; C -0.8187; C -0.1326; C -0.1812; H 0.2871; H 0.2782; H 0.3573; H 0.2858; H 0.2309; H 0.3929; H 0.4186; N -0.3529; O -0.2213; S -0.1082


Stability summary: most stable run a, least stable run b.